No. 1
Below is a structure of composition C27H15F3NO2Pt, with properties calculated with wB97M-V/def2-TZVPD.

## Properties
HOMO-LUMO gap ... 0.2445 Eh
Net charge ... -1
LUMO ... 2.03 eV
Maximum force ... 1.70 eV/Å

Each line ends with the Mulliken charge.
Positions of all 49 atoms, in Å:
Pt  -0.8672  1.9225  -1.3926  0.828
O  -3.7297  1.8561  -4.4211  -0.714
C  -2.9994  1.6644  -3.4553  0.667
O  -1.9726  2.3638  -3.1433  -0.716
C  -3.3253  0.5189  -2.5186  0.308
C  -4.3213  -0.4132  -2.8426  -0.416
C  -4.5818  -1.4441  -1.9850  -0.671
C  -3.8515  -1.5384  -0.7780  1.426
C  -4.0755  -2.5504  0.1758  -0.810
C  -3.3513  -2.5890  1.3393  -0.475
C  -2.3669  -1.6206  1.5883  -0.615
C  -2.1187  -0.6265  0.6758  0.118
C  -2.8574  -0.5574  -0.5193  -0.461
N  -2.6132  0.4463  -1.4070  -0.651
H  -4.8432  -0.2757  -3.7793  0.489
H  -5.3309  -2.1941  -2.2068  0.386
H  -4.8332  -3.2976  -0.0287  0.346
H  -3.5374  -3.3686  2.0667  0.373
H  -1.7920  -1.6507  2.5045  0.470
H  -1.3545  0.1199  0.8500  0.107
F  3.1899  1.4494  7.1829  -0.265
C  2.0005  0.8807  6.8692  0.840
F  1.1217  1.3047  7.7979  -0.291
F  2.1683  -0.4462  7.0836  -0.264
C  1.5751  1.1879  5.4730  0.412
C  0.3759  1.8416  5.2145  -0.476
C  0.0051  2.1076  3.9113  -0.568
C  0.8220  1.7271  2.8358  0.196
C  2.0344  1.0773  3.1168  -0.689
C  2.4024  0.8081  4.4182  -0.713
C  0.4040  1.9485  1.5009  2.137
C  0.0014  2.1079  0.3605  -2.314
H  -0.2622  2.1326  6.0373  0.427
H  -0.9293  2.6084  3.7012  0.435
H  2.6682  0.7788  2.2936  0.478
H  3.3318  0.2966  4.6338  0.356
C  0.7995  1.1887  -2.1697  -1.553
C  1.6525  0.6248  -2.8221  0.874
C  2.6469  -0.0940  -3.5486  0.256
C  3.7224  0.5507  -4.1648  -0.521
C  4.6666  -0.1760  -4.8713  -0.371
C  4.5586  -1.5551  -4.9778  -0.401
C  3.4963  -2.2066  -4.3659  -0.397
C  2.5494  -1.4866  -3.6589  -0.475
H  3.8071  1.6253  -4.0826  0.412
H  5.4945  0.3405  -5.3410  0.351
H  5.2968  -2.1190  -5.5338  0.357
H  3.4038  -3.2832  -4.4376  0.355
H  1.7192  -1.9859  -3.1793  0.425


No. 2
Below is a structure of composition C27H16Cl5N4ORuS2, with properties calculated with wB97M-V/def2-TZVPD.

## Properties
HOMO-LUMO gap (alpha / beta) ... 0.1694 / 0.1592 Eh
Net charge ... -2
Relative energy (zero: lowest compared OMol25 entry of this formula, charge and spin) ... 14.8 kcal/mol
⟨S²⟩ ... 0.803
LUMO (alpha / beta) ... 4.04 / 4.04 eV
Spin multiplicity ... 2
Maximum force ... 0.50 eV/Å

Each line ends with the Mulliken spin population.
Positions of all 56 atoms, in Å:
Ru  0.2261  -0.4954  0.5215  0.429
Cl  2.1444  -2.1999  2.0928  0.008
C  1.9187  -0.6827  2.9209  -0.005
C  1.0495  0.2214  2.3058  0.008
C  0.8233  1.3788  3.0631  -0.018
Cl  -0.2849  2.5781  2.4681  0.002
C  1.4423  1.6343  4.2886  0.000
Cl  1.1260  3.0945  5.1665  0.000
C  2.3326  0.7082  4.8238  -0.001
Cl  3.1250  1.0125  6.3318  0.000
C  2.5661  -0.4750  4.1293  0.005
Cl  3.6426  -1.6591  4.7867  0.000
S  -1.1318  1.2109  -0.3087  -0.008
C  -2.0465  0.5201  -1.6203  -0.001
C  -2.9808  1.3233  -2.2740  0.005
C  -3.7887  0.8390  -3.2999  -0.002
C  -4.7481  1.6973  -3.9165  0.001
N  -5.5156  2.3997  -4.4130  -0.001
C  -3.6482  -0.5085  -3.6973  0.006
C  -2.7056  -1.3084  -3.0577  -0.002
C  -1.8994  -0.8315  -2.0198  0.002
S  -0.7760  -1.8853  -1.2295  0.005
C  -4.4615  -1.0600  -4.7340  -0.002
N  -5.1243  -1.5113  -5.5619  0.001
H  -3.0859  2.3559  -1.9630  0.000
H  -2.5961  -2.3411  -3.3646  0.000
C  3.4219  -2.3290  -1.2392  0.009
C  3.9742  -0.9798  -0.8833  0.036
C  5.3260  -0.7100  -0.9676  0.008
C  5.8490  0.5570  -0.7116  -0.023
C  4.9568  1.5719  -0.3713  0.007
C  3.5948  1.3584  -0.2644  0.040
C  2.6537  2.4789  0.0729  -0.003
C  3.0507  0.0539  -0.5113  -0.065
N  1.7562  -0.2016  -0.4778  0.564
H  4.2082  -3.0881  -1.2415  0.001
H  2.9542  -2.3070  -2.2298  -0.001
H  2.6329  -2.6311  -0.5459  -0.001
H  5.9963  -1.5211  -1.2439  0.002
H  6.9139  0.7472  -0.7773  -0.003
H  5.3339  2.5747  -0.1833  0.002
H  3.1492  3.4467  -0.0397  0.000
H  2.2826  2.4069  1.0993  0.004
H  1.7696  2.4459  -0.5697  -0.002
O  -1.4343  -1.1956  1.9240  0.004
N  -2.6292  -1.0339  1.4207  -0.007
C  -3.2387  0.1665  1.5265  -0.002
C  -4.4574  0.3902  0.9236  -0.001
C  -5.0546  -0.6117  0.1746  -0.002
C  -4.4069  -1.8353  0.0754  0.000
C  -3.1950  -2.0273  0.6997  -0.001
H  -2.6846  0.8968  2.0937  0.002
H  -4.9071  1.3691  1.0113  0.000
H  -5.9947  -0.4395  -0.3308  0.000
H  -4.8170  -2.6410  -0.5173  0.000
H  -2.6079  -2.9278  0.6452  0.001


No. 3
Below is a structure of composition C27H16ClN6OS2W, with properties calculated with wB97M-V/def2-TZVPD.

## Properties
HOMO-LUMO gap (alpha / beta) ... 0.2282 / 0.2506 Eh
Net charge ... +1
Relative energy (zero: lowest compared OMol25 entry of this formula, charge and spin) ... 9.4 kcal/mol
⟨S²⟩ ... 2.024
LUMO (alpha / beta) ... -4.43 / -4.38 eV
Spin multiplicity ... 3
Maximum force ... 0.34 eV/Å

Each line ends with the Mulliken spin population.
Positions of all 54 atoms, in Å:
W  -0.1179  -0.0948  -1.1121  1.954
Cl  -5.1875  -3.7301  2.5264  -0.001
C  -3.7623  -3.0795  1.8031  -0.007
C  -2.7902  -3.9522  1.2850  0.013
C  -1.6397  -3.4597  0.7246  -0.014
C  -1.4318  -2.0783  0.6137  0.006
O  -0.2966  -1.6500  0.0870  -0.009
C  -2.4207  -1.1992  1.1196  0.018
C  -2.2036  0.2040  1.1630  0.005
N  -1.3277  0.8298  0.4302  0.042
C  -0.9447  2.1628  0.7301  -0.022
C  -1.7539  3.1652  1.1848  -0.009
C  -1.2118  4.4387  1.4572  0.001
C  0.1190  4.6927  1.2844  0.001
C  0.9769  3.6773  0.8006  -0.002
C  2.3668  3.8385  0.6036  0.009
C  3.1117  2.7924  0.1320  -0.007
C  2.4750  1.5863  -0.1911  0.003
N  1.1799  1.4010  -0.0288  0.023
C  0.4296  2.4183  0.5010  0.003
C  -3.5712  -1.7295  1.7456  0.014
H  -2.9570  -5.0194  1.3418  0.001
H  -0.8758  -4.1221  0.3393  0.000
H  -2.7652  0.7739  1.9020  -0.002
H  -2.8132  2.9952  1.3299  0.001
H  -1.8700  5.2190  1.8144  0.000
H  0.5310  5.6678  1.5099  0.000
H  2.8301  4.7893  0.8365  0.000
H  4.1790  2.8812  -0.0112  0.001
H  3.0340  0.7535  -0.6025  0.001
H  -4.3114  -1.0586  2.1636  0.001
S  -1.6685  -1.0780  -2.5632  -0.073
C  -0.8189  -2.5733  -2.9004  0.061
C  -1.6178  -3.6868  -3.3067  0.001
N  -2.2803  -4.5803  -3.5967  0.018
C  0.5335  -2.6610  -2.8204  0.018
S  1.5394  -1.3144  -2.3571  -0.035
C  1.2096  -3.8780  -3.1538  0.004
N  1.7741  -4.8476  -3.4019  0.005
N  0.5466  3.0315  -4.1144  0.003
C  0.8652  1.9656  -3.3646  0.005
N  -0.1086  1.6272  -2.5484  -0.014
C  -1.1538  2.5213  -2.8006  -0.036
C  -2.4441  2.5815  -2.2781  0.017
C  -3.2704  3.5792  -2.7508  0.002
C  -2.8366  4.4947  -3.7232  0.000
C  -1.5702  4.4301  -4.2640  0.000
C  -0.7428  3.4197  -3.7856  -0.008
H  1.1285  3.4279  -4.8339  0.000
H  1.8029  1.4404  -3.4519  0.000
H  -2.7910  1.8588  -1.5512  0.009
H  -4.2827  3.6540  -2.3771  0.000
H  -3.5201  5.2590  -4.0669  0.000
H  -1.2442  5.1219  -5.0289  0.000


No. 4
Below is a structure of composition C27H19BrN2NaO6, with properties calculated with wB97M-V/def2-TZVPD.

## Properties
HOMO-LUMO gap (alpha / beta) ... 0.2448 / 0.1832 Eh
Net charge ... -1
Relative energy (zero: lowest compared OMol25 entry of this formula, charge and spin) ... 1.7 kcal/mol
LUMO (alpha / beta) ... 2.28 / 2.20 eV
Maximum force ... 0.82 eV/Å

Each line ends with the Mulliken charge.
Positions of all 56 atoms, in Å:
Na  -1.1742  -0.5537  -0.0589  0.927
O  0.7117  -3.5778  2.3311  -0.541
C  0.1881  -2.4130  1.8160  0.527
O  -0.4116  -2.4716  0.7322  -0.770
C  0.4096  -1.2542  2.6022  0.009
C  1.0352  -1.2941  3.8763  -0.847
C  1.1532  -0.1606  4.6216  -0.576
C  0.6594  1.0647  4.1005  -1.134
C  0.0902  1.0153  2.8318  0.206
N  -0.0475  -0.0539  2.0727  0.478
C  -0.4517  2.2822  2.2015  0.518
O  0.1733  3.4259  2.5987  -0.502
O  -1.3408  2.3247  1.4044  -0.305
H  0.4449  -4.2512  1.6912  0.319
H  1.3993  -2.2399  4.2520  0.452
H  1.6072  -0.2057  5.6037  0.399
H  0.6403  1.9514  4.7184  0.520
H  0.9366  3.1602  3.1326  0.320
Br  -3.3799  -0.7954  3.2656  -0.189
C  -3.9343  0.3623  1.8511  0.064
C  -4.8895  1.3290  2.1367  -0.457
C  -5.2454  2.1712  1.1014  -0.395
C  -4.6501  2.0127  -0.1422  -0.391
C  -3.7144  1.0044  -0.3143  0.679
N  -3.3663  0.1885  0.6911  -0.305
C  -3.0512  0.8267  -1.7130  0.289
O  -3.3846  1.6700  -2.5526  -0.772
O  -2.2780  -0.1515  -1.8387  -0.825
H  -5.3138  1.4070  3.1265  0.408
H  -5.9778  2.9528  1.2659  0.385
H  -4.8722  2.6482  -0.9855  0.468
C  4.6947  -4.0944  -2.7313  -0.441
C  4.8181  -2.7292  -2.9580  -0.515
C  3.7610  -1.8764  -2.6911  -0.451
C  2.5618  -2.3789  -2.1952  0.529
C  2.4431  -3.7487  -1.9686  -0.401
C  3.5028  -4.6024  -2.2355  -0.576
C  1.4054  -1.5124  -1.8882  0.027
C  1.3144  -0.2235  -2.0285  -0.722
C  0.8447  1.0748  -2.1248  0.485
C  0.0304  1.5144  -3.1877  -0.303
C  -0.4427  2.8077  -3.1907  -0.336
C  -0.1169  3.6911  -2.1667  -0.431
C  0.6877  3.2740  -1.1105  -0.473
C  1.1709  1.9822  -1.0822  -0.230
H  5.5258  -4.7574  -2.9365  0.356
H  5.7484  -2.3301  -3.3432  0.356
H  3.8636  -0.8122  -2.8644  0.376
H  1.5112  -4.1342  -1.5739  0.387
H  3.3978  -5.6647  -2.0532  0.367
H  0.5549  -2.0570  -1.4612  0.305
H  -0.2806  0.8141  -3.9485  0.322
H  -1.1215  3.1202  -3.9723  0.321
H  -0.5231  4.6941  -2.1657  0.363
H  0.9083  3.9419  -0.2878  0.326
H  1.7745  1.6324  -0.2542  0.399


Q: What is the net charge in the third record?
A: +1